No. 1
Molecular formula: C8H15N2
Method: DFT, the ωB97M-V functional and the def2-TZVPD basis

XYZ file:
```
25
Properties=species:S:1:pos:R:3:forces:R:3:nbo_charge:R:1
C -1.6485 -2.3025 -0.8658 -2.6264 -1.4909 -0.6495 -0.4316
N -0.9201 -1.1392 -1.2108 -0.4799 -1.1394 -0.6846 -0.4121
C 0.4653 -1.0045 -1.3899 2.2386 -0.0776 -0.7022 -0.2198
C -0.3442 -0.2701 -0.2870 0.2488 1.1930 -0.4349 0.0514
C -0.8564 1.1621 -0.4379 -0.0223 0.9171 0.5910 -0.3995
C 0.3976 2.1310 -0.7765 -5.0699 0.4403 1.2801 -0.4648
C 1.5708 1.8164 -0.0042 -0.6315 0.5288 0.4379 -0.1117
C 1.6286 1.2246 1.1808 2.9601 -1.4904 0.3793 -0.1201
N 0.5329 0.4552 1.9232 2.0132 0.8169 1.0098 -0.5606
C -0.0526 -0.6999 1.1493 0.0328 -2.7198 0.4078 -0.2490
H -1.1795 -3.0519 -0.1795 0.0521 0.4054 -0.7352 0.1817
H -2.5580 -1.9221 -0.3290 0.5981 -0.4809 -0.3693 0.2077
H -2.0992 -2.8057 -1.8381 1.2651 0.7954 2.0388 0.2403
H 1.1987 -1.8162 -0.9731 -1.4127 1.3633 -0.7693 0.1867
H 0.8420 -0.5542 -2.4080 -0.8065 -0.6190 2.2151 0.2258
H -1.2509 1.4734 0.5711 0.1052 -0.0127 -0.8514 0.1635
H -1.8077 1.2075 -1.1080 2.1693 0.0276 0.7938 0.2764
H 0.4300 2.2040 -1.8312 0.9241 -0.0441 -1.0386 0.2549
H 0.0643 3.1553 -0.4197 0.4637 -0.7679 -0.5896 0.2545
H 2.3631 2.4063 -0.4156 1.3690 -0.4696 0.3829 0.2600
H 2.6997 0.9484 1.5601 -2.3668 0.7837 -0.1937 0.2465
H 1.0896 0.2376 2.8672 -2.2133 0.0806 -2.3451 0.4773
H -0.2833 1.0787 2.1158 1.0686 -0.3565 0.1842 0.4514
H -0.9587 -1.0482 1.7545 1.0264 0.5792 -0.9562 0.2391
H 0.6592 -1.6114 1.0820 -0.9060 1.7379 0.5989 0.2522
```
Positions in Å, forces in eV/Å.

The molar mass is 139.2 g/mol. As for the multiplicity: 1. The total energy is -422.9490 a.u. Its net charge is +1. As for the energy above the lowest of the compared OMol25 structures with the same formula, charge and spin: 381.55 kJ/mol. Its LUMO energy is -3.392 eV. The HOMO-LUMO gap comes out at 0.336 Ha.

***

No. 2
Molecular formula: C8H15N2
Method: DFT, the ωB97M-V functional and the def2-TZVPD basis

XYZ file:
```
25
Properties=species:S:1:pos:R:3:forces:R:3:nbo_charge:R:1
C 1.5202 -1.6177 -0.4165 4.2495 -4.4487 6.6590 -0.1111
C 0.8257 -0.6820 -1.0810 -2.8381 3.2389 -1.3920 0.0545
C 1.3292 -1.3696 1.0534 2.8582 -2.6951 -3.6119 -0.0305
C 2.0676 1.6001 -0.1227 2.9987 -0.1594 -2.7732 -0.6797
C -2.1223 0.8051 0.6705 0.0700 1.2804 1.3636 -0.6587
C -1.8441 -1.6118 -0.3001 -1.3585 2.0612 -2.6144 -0.6188
C 0.6334 1.5180 0.1103 -0.7958 -1.9301 -1.0362 -0.1818
C -1.3820 -0.0945 -0.3268 -2.2903 -0.4686 -0.5784 -0.0604
N 0.4858 -0.4496 1.2815 -1.9109 0.6218 -0.7179 -0.1831
N 0.0907 0.0315 -0.1307 -0.3650 2.5296 2.6336 -0.1716
H 2.3426 -2.1757 -0.8160 0.1339 -0.3815 -0.0419 0.2439
H 0.7105 -0.4872 -2.0792 -0.2906 0.4133 -2.1790 0.2373
H 1.9778 -1.7960 1.8343 -0.7635 0.0243 -0.3350 0.2661
H 2.2960 1.8200 -1.2329 -0.2739 -0.3079 1.6815 0.2310
H 2.4881 2.4111 0.4322 0.0793 0.7895 0.3080 0.2665
H 2.7528 0.7711 0.1388 -0.8073 0.0164 0.1220 0.2387
H -2.2036 1.8807 0.3499 0.2344 -1.0853 -0.0720 0.2346
H -3.1653 0.4995 0.8583 0.5387 -0.2298 -0.2503 0.2574
H -1.6094 0.8746 1.6801 -0.6339 -0.4877 -1.1370 0.2414
H -1.1542 -2.3136 -0.7173 0.7389 -0.3614 -0.0979 0.2212
H -2.7943 -1.7230 -0.9689 1.6176 0.4139 1.3163 0.2481
H -2.1013 -1.8208 0.6716 -0.5053 -1.0253 2.2736 0.2265
H 0.1459 1.9895 -0.6995 -0.9734 1.5347 -0.0688 0.2246
H 0.4456 1.7130 1.1463 -1.0278 0.4242 0.1246 0.2599
H -1.7354 0.2273 -1.3356 1.3150 0.2326 0.4236 0.2441
```
Positions in Å, forces in eV/Å.

The molar mass is 139.2 g/mol. As for the multiplicity: 3. The total energy is -422.8447 a.u. Its net charge is +1. As for the energy above the lowest of the compared OMol25 structures with the same formula, charge and spin: 290.28 kJ/mol. Its LUMO energy (spin up / spin down) is -2.476 / -7.692 eV. The HOMO-LUMO gap (spin up / spin down) comes out at 0.317 / 0.280 Ha.

***

No. 3
Molecular formula: C8H15N2O2S
Method: DFT, the ωB97M-V functional and the def2-TZVPD basis

XYZ file:
```
28
Properties=species:S:1:pos:R:3:forces:R:3:nbo_charge:R:1
C 2.8737 0.0820 -0.6526 -1.0309 -1.6876 2.3362 -0.6120
C 1.6406 0.5952 0.1078 1.6654 0.0780 0.3120 -0.0392
N 1.0309 -0.5210 0.8609 1.5570 -0.7843 1.2597 -0.5256
C -0.1393 -1.0484 0.8757 -2.4419 0.0193 -0.1860 0.6078
N -0.3989 -2.1734 1.6162 -4.0924 1.9650 -1.3358 -0.7644
C -1.3284 -0.2144 -0.0252 2.2019 -2.4854 1.5215 -0.2742
C -2.5210 -1.1914 -0.1998 1.3176 0.9185 0.3415 -0.6343
C -1.3200 1.1692 0.5999 -2.1357 0.9470 -1.0011 -0.4475
C -0.3435 2.0546 -0.2087 -1.5250 3.7208 -1.1750 -0.4268
C 0.6496 1.2012 -0.8904 1.3338 0.6455 -0.0549 -0.5477
S -0.3650 -0.0861 -1.5195 -1.3791 0.2722 -0.4665 2.2406
O 0.2110 -1.3625 -1.6736 1.4707 -1.6276 -0.5811 -0.9290
O -1.1340 0.4706 -2.5656 -0.8201 0.6362 -0.8797 -0.9032
H 2.5150 -0.5049 -1.4389 -0.1801 -0.9672 -1.4375 0.2359
H 3.5685 -0.5161 -0.0526 -0.4526 -0.1932 0.2557 0.2230
H 3.4816 0.8327 -0.9696 1.2767 2.5394 -1.2032 0.2371
H 2.0164 1.2273 0.9647 -0.7619 0.2185 -1.2595 0.2370
H 1.7198 -0.9522 1.4948 -0.3430 0.2107 -0.4991 0.4194
H -1.3702 -2.3069 2.0352 1.4155 0.4584 -1.5900 0.4259
H 0.1686 -2.5139 2.3078 2.6962 -0.7261 1.5680 0.4076
H -3.2237 -0.7624 -0.9843 0.5557 -1.1070 1.3601 0.2846
H -2.8221 -1.3887 0.8303 -1.4106 0.6993 -0.2006 0.2154
H -2.0415 -2.1714 -0.3507 -0.4922 0.3095 -1.3006 0.2512
H -0.9398 1.0476 1.5703 0.2981 0.2191 1.5267 0.2228
H -2.3706 1.5709 0.6957 1.1950 -0.2256 -0.2462 0.2673
H -0.7819 2.7880 -1.0351 -0.0347 -2.0341 1.5987 0.2647
H 0.1717 2.8581 0.3526 -0.1709 -0.8469 0.4450 0.2516
H 1.0523 1.8164 -1.7453 0.2875 -1.1724 0.8917 0.3119
```
Positions in Å, forces in eV/Å.

The molar mass is 203.3 g/mol. As for the multiplicity: 1. The total energy is -971.7029 a.u. Its net charge is +1. As for the energy above the lowest of the compared OMol25 structures with the same formula, charge and spin: 11.94 kJ/mol. Its LUMO energy is -3.281 eV. The HOMO-LUMO gap comes out at 0.404 Ha.

***

No. 4
Molecular formula: C8H15N2O3
Method: DFT, the ωB97M-V functional and the def2-TZVPD basis

XYZ file:
```
28
Properties=species:S:1:pos:R:3:forces:R:3:nbo_charge:R:1
C 3.8223 -2.9072 -0.7901 -0.0728 0.6441 -0.8386 -0.2427
O 2.6980 -2.1095 -0.4515 -1.7907 0.6285 -0.0352 -0.5097
C 2.7616 -1.2731 0.5490 0.8865 1.8946 1.0094 1.0087
O 3.5975 -0.9840 1.3607 -1.5525 -1.2201 -1.7259 -0.4920
O 1.6162 -0.3616 0.5161 -1.4871 0.3753 0.1742 -0.5253
C 0.3105 -0.4925 0.1412 0.6946 0.8112 0.8238 0.8459
N -0.0880 -1.6998 -0.3133 -0.1698 1.4975 0.3958 -0.7711
N -0.5088 0.5684 0.3459 0.6065 -3.0611 0.2551 -0.3653
C -0.1663 1.9001 0.8340 3.1912 0.7852 -0.6499 -0.2318
C -1.3644 2.7511 0.5650 -1.8382 1.2475 -1.9907 -0.4243
C -2.4355 1.7351 0.8404 -1.4869 0.8463 1.1375 -0.4305
C -1.9757 0.4741 0.2064 -1.7608 -3.9172 2.0874 -0.0544
C -2.3478 0.3435 -1.2175 0.2824 1.7914 -1.4839 -0.6146
H 3.6057 -3.8943 -0.5369 -0.0477 -1.5878 0.5787 0.2075
H 4.6007 -2.4554 -0.2916 2.1816 0.2190 1.3413 0.2136
H 4.0472 -2.8188 -1.8363 -0.4388 0.1144 -0.5814 0.2141
H -0.7419 -1.7183 -1.0687 -0.6070 -0.1489 0.0019 0.4224
H 0.6584 -2.3486 -0.3911 0.5585 -0.6464 -0.2209 0.4271
H 0.7834 2.1177 0.3000 -0.6376 0.5903 0.3223 0.2370
H 0.1003 1.9457 1.8900 -0.2189 -0.5037 0.1513 0.2346
H -1.5670 3.0913 -0.5346 1.1959 -0.2938 1.8937 0.2199
H -1.5885 3.5975 1.2446 0.9527 -0.3106 -0.5336 0.2600
H -2.5470 1.7032 1.9269 0.2509 -0.7652 0.0779 0.2290
H -3.4391 2.0393 0.5493 0.0296 -0.0344 -0.5541 0.2470
H -2.5525 -0.4213 0.7768 2.2059 1.5042 -0.7605 0.2333
H -1.7517 -0.3992 -1.8367 -0.9679 1.1024 0.6932 0.1965
H -2.0909 1.4183 -1.4857 -0.4977 -1.4760 -1.2590 0.2174
H -3.4367 0.1985 -1.2924 0.5382 -0.0867 -0.3099 0.2477
```
Positions in Å, forces in eV/Å.

The molar mass is 187.2 g/mol. As for the multiplicity: 1. The total energy is -648.7957 a.u. Its net charge is +1. As for the energy above the lowest of the compared OMol25 structures with the same formula, charge and spin: 192.46 kJ/mol. Its LUMO energy is -3.122 eV. The HOMO-LUMO gap comes out at 0.405 Ha.

***

No. 5
Molecular formula: C8H15N2O3
Method: DFT, the ωB97M-V functional and the def2-TZVPD basis

XYZ file:
```
28
Properties=species:S:1:pos:R:3:forces:R:3:nbo_charge:R:1
C -0.2246 -0.3531 -3.6029 -1.8006 -0.7803 2.6255 -0.2842
C -0.5465 -1.6809 -2.9884 0.4671 -0.4943 -0.8860 -0.2922
C -0.7336 0.5335 -2.7138 2.7329 2.0127 -3.5251 0.4380
C -1.2844 -1.4244 -1.8807 0.5537 -3.2912 -0.3854 0.4272
C -2.5007 0.0277 0.5474 -0.7959 2.6503 -2.0102 -0.7027
C 2.5189 0.0572 2.1207 1.0158 -2.7485 -2.3856 -0.6511
C -1.7246 0.6005 -0.5684 0.7482 0.4852 -0.4278 0.4373
C 1.0387 0.1548 1.7339 1.0385 -0.6776 -1.2358 0.2340
N -1.3061 -0.0802 -1.6235 -1.2840 2.3035 1.8818 -0.3743
N 0.7264 1.3387 0.9320 -0.8920 0.4975 1.0865 -0.8637
O -0.7587 1.8911 -2.7761 -1.2138 -0.3948 1.3529 -0.6803
O -1.9060 -2.2130 -0.9752 0.4984 -0.6672 -0.5077 -0.6550
O 0.6011 -0.9023 0.8770 1.4270 -1.8061 -0.5075 -0.7603
H 0.0132 -0.1997 -4.6163 0.6815 0.3208 -0.7501 0.2512
H -0.1630 -2.6595 -3.4457 -1.0973 1.5420 1.0579 0.2630
H -3.1031 -0.7474 0.2076 -1.0330 -1.4075 -0.2427 0.2677
H -1.7698 -0.2921 1.1734 2.1914 -1.4454 2.2936 0.2926
H -3.0568 0.8088 1.0519 -0.0970 0.1577 -0.0218 0.2579
H 2.9627 -1.0177 2.2937 -1.4422 1.7465 0.0951 0.2274
H 2.6069 0.6085 3.0045 0.8959 1.0541 1.1203 0.2295
H 3.1584 0.3663 1.2452 -0.5405 0.3943 1.0822 0.2113
H -1.3781 1.6690 -0.5516 -0.6494 -1.1967 -0.2410 0.2756
H 0.4990 0.1024 2.6834 -0.5727 0.3421 -0.3990 0.1741
H 1.3889 1.5109 0.1906 0.3370 -0.1963 0.0613 0.3721
H 0.6437 2.1820 1.4911 0.1325 -0.0406 -0.0077 0.3774
H -0.1082 2.3131 -3.3304 0.4883 -0.3594 -0.4212 0.5222
H -1.7434 -3.1389 -1.2481 -0.2405 0.5382 0.3452 0.5151
H 1.3603 -1.5086 0.5853 -1.5493 1.4610 0.9525 0.4904
```
Positions in Å, forces in eV/Å.

The molar mass is 187.2 g/mol. As for the multiplicity: 1. The total energy is -648.7371 a.u. Its net charge is +1. As for the energy above the lowest of the compared OMol25 structures with the same formula, charge and spin: 346.13 kJ/mol. Its LUMO energy is -4.757 eV. The HOMO-LUMO gap comes out at 0.261 Ha.